Record 1
Computed, not measured: C18H53N13O11Zn as an isolated structure in a non-equilibrium geometry, with the ωB97M-V functional and the def2-TZVPD basis.

The geometry in XYZ format:
```
96
Properties=species:S:1:pos:R:3:forces:R:3
Zn -14.063782 -4.041003 -0.470126 0.1 -0.2 0.0
C -10.936870 -5.331122 1.984019 1.1 0.0 0.7
O -9.975696 -5.697205 2.623958 0.8 -0.4 0.6
O -11.262470 -5.769227 0.871768 -0.8 -0.6 -1.8
O -11.735625 -4.435439 2.267923 -1.2 1.2 0.6
C -7.556878 -0.479684 4.656982 1.6 4.4 2.1
O -6.915978 0.464109 5.142557 -0.4 -0.3 -0.5
N -7.137773 -1.680308 4.639871 2.6 -5.1 0.2
N -8.753774 -0.387998 4.180131 -4.9 1.8 -1.9
H -7.790374 -2.398367 4.359551 0.7 -0.3 0.4
H -6.347422 -1.845537 5.246623 -0.1 -0.5 -0.3
H -9.214766 0.510571 4.192560 0.2 -0.2 -0.1
H -9.305706 -1.170603 3.859174 0.3 0.3 0.1
C -6.951293 -10.618375 1.959498 2.2 -5.8 -2.9
O -6.438295 -11.746705 1.873645 -0.9 0.2 -0.2
N -7.645560 -10.044706 1.012635 -2.2 0.4 -2.9
N -6.691414 -9.848867 2.905766 1.2 4.9 5.7
H -8.010387 -9.116141 1.169973 -0.4 -0.5 -0.5
H -8.035893 -10.700755 0.351323 -0.2 0.6 -0.1
H -7.063085 -8.920563 2.763592 0.7 0.1 1.1
H -5.909671 -10.039934 3.516074 -0.4 0.2 -0.1
C -18.255862 -7.152825 1.907416 2.0 1.9 -1.2
O -17.325629 -6.492576 1.498899 0.6 1.1 -0.8
N -19.458152 -7.219480 1.392147 -3.5 0.0 -2.6
N -18.185385 -7.860424 2.980070 0.4 -3.2 4.6
H -19.651370 -6.821697 0.484094 0.3 -0.1 0.2
H -20.055957 -7.982656 1.675475 -0.1 0.4 -0.2
H -17.531564 -7.662553 3.724024 0.1 -0.1 -0.5
H -18.950949 -8.485986 3.186652 0.4 0.3 0.5
C -14.838070 -3.284461 6.960661 -0.8 0.7 2.7
O -15.692498 -3.107875 7.783302 -2.3 -0.3 1.3
N -14.323636 -4.452920 6.649781 0.8 -2.1 -1.3
N -14.149398 -2.265246 6.512415 2.6 2.7 -2.8
H -14.701198 -5.285131 7.079899 0.2 0.1 -0.5
H -13.636519 -4.399962 5.911427 -0.1 -1.2 0.3
H -13.527607 -2.452356 5.738805 0.1 0.5 0.2
H -14.318122 -1.290580 6.716526 -0.5 -0.6 0.1
C -13.956895 -11.834636 1.742210 2.5 0.3 1.5
O -13.356827 -11.369417 2.681147 0.5 1.7 1.2
N -14.729440 -12.857754 1.903764 -3.5 -3.4 1.0
N -13.720643 -11.576078 0.488330 0.6 1.5 -4.1
H -14.987455 -13.034204 2.864178 -0.1 -0.3 -0.4
H -15.232547 -13.278104 1.135462 -0.1 0.0 0.5
H -13.015540 -10.907246 0.213373 -0.3 -0.2 0.2
H -14.126466 -12.178444 -0.213496 0.3 0.5 0.0
C -5.836773 0.726477 -1.059677 0.2 0.3 -1.2
C -5.715637 -0.730086 -1.582327 -1.1 1.1 1.0
C -4.387400 -1.185515 -1.069406 0.8 -2.3 -0.7
O -4.134080 -2.565174 -1.523197 0.6 1.1 0.3
C -4.216912 -3.532876 -0.500873 -1.6 0.0 -0.7
N -6.863810 -1.443173 -0.980570 0.3 0.2 0.2
H -5.739759 0.777516 0.024793 -0.1 -0.1 0.1
H -6.741440 1.245318 -1.376640 -0.2 -0.4 0.1
H -5.033669 1.332919 -1.478438 0.2 0.0 0.1
H -5.845261 -0.811234 -2.661546 0.5 0.2 0.0
H -4.376171 -1.183365 0.020535 -0.1 0.1 0.2
H -3.531155 -0.603213 -1.409819 -0.2 0.2 -0.2
H -3.578723 -3.393083 0.371633 0.3 0.0 -0.2
H -4.151718 -4.506517 -0.986541 0.7 0.0 0.2
H -5.261921 -3.517089 -0.191345 -0.1 -0.1 0.8
H -6.787170 -1.193557 -0.004905 -0.5 -0.1 0.4
H -6.770909 -2.448866 -0.988346 0.2 -0.2 -0.4
C -7.335820 -8.132543 -5.868729 0.9 0.1 -1.2
C -8.684634 -7.922391 -6.621267 1.6 0.0 1.7
C -8.720574 -8.660817 -7.970186 1.5 0.1 0.7
O -7.559814 -8.280193 -8.840630 -2.1 -0.8 1.3
C -7.584759 -9.069173 -10.005756 0.4 0.3 -1.1
N -9.686357 -8.472333 -5.675020 -0.8 0.0 -0.9
H -7.069360 -9.189416 -5.879619 0.0 -0.2 -0.1
H -7.262971 -7.845525 -4.819727 -0.8 0.3 0.0
H -6.510071 -7.603900 -6.344949 0.1 -0.1 -0.2
H -8.778721 -6.846813 -6.770840 -0.6 0.0 0.0
H -9.714531 -8.577818 -8.409789 0.2 0.4 -0.6
H -8.602348 -9.704099 -7.677454 0.1 -0.4 -0.4
H -6.715945 -8.859177 -10.629576 0.2 0.5 0.3
H -8.429202 -8.818786 -10.647887 -0.4 -0.1 0.1
H -7.524030 -10.151764 -9.894356 -0.4 -0.2 0.7
H -9.605700 -8.020089 -4.775536 0.0 0.6 -0.1
H -9.367309 -9.400435 -5.436418 -0.1 -0.5 -0.3
C -9.179487 -7.762918 9.387802 -0.5 0.2 -0.2
C -9.593053 -9.209835 9.233072 1.2 -1.5 0.1
C -10.621018 -9.657389 10.235430 -1.6 -0.5 -0.2
O -11.124036 -10.991587 10.001831 0.7 -0.3 0.9
C -11.608842 -11.624107 11.208703 -0.2 0.5 -1.1
N -10.033816 -9.589148 7.883727 0.3 1.4 -1.0
H -8.963978 -7.466800 10.414437 0.1 -0.2 0.0
H -9.978615 -7.104146 9.047915 0.0 0.1 -0.2
H -8.295690 -7.618251 8.766445 0.0 0.3 0.1
H -8.672891 -9.762789 9.421889 0.0 -0.4 0.2
H -11.499554 -9.028950 10.089369 -0.1 0.5 0.3
H -10.252974 -9.561044 11.256882 0.1 0.1 0.1
H -10.879065 -11.512131 12.010565 -0.1 -0.2 0.1
H -11.867789 -12.663244 11.005640 0.7 -0.1 -0.2
H -12.590402 -11.242368 11.489612 0.0 0.7 0.3
H -10.025458 -8.718280 7.372247 -1.6 1.1 0.0
H -9.261731 -9.841903 7.283644 0.8 -1.7 0.6
```
Forces are in eV/Å.

Computed properties:
HOMO level in eV: -9.02
Frontier orbital gap in eV: 3.720
Relative energy (zero: lowest compared OMol25 entry of this formula, charge and spin) in eV: 9.040
Net charge: 0
Multiplicity: 1

---

Record 2
Computed, not measured: a 7-piece molecular cluster, C18H53N7O7 overall in a non-equilibrium geometry, with the ωB97M-V functional and the def2-TZVPD basis.

The geometry in XYZ format:
```
85
Properties=species:S:1:pos:R:3:forces:R:3
C 2.436945 -6.977442 -0.661523 0.3 0.4 0.5
O 1.649710 -5.821887 -0.411307 -0.4 -1.5 0.9
C 2.279880 -4.594598 -0.544571 0.8 1.6 -0.6
C 3.610430 -4.304555 0.244481 -0.8 -2.4 1.8
C 3.482224 -3.551869 1.590568 -0.1 -0.2 -0.4
N 4.690949 -3.776540 -0.523391 -0.2 0.7 -0.5
H 1.783208 -7.837965 -0.803759 -0.1 0.2 -0.1
H 3.086882 -7.180321 0.189677 0.0 -0.2 0.2
H 3.125071 -6.853456 -1.497711 -0.2 0.1 -0.4
H 2.441468 -4.491244 -1.617558 0.6 0.5 -0.2
H 1.522098 -3.853640 -0.289898 0.0 0.0 0.1
H 3.935217 -5.294699 0.564215 0.0 -0.4 -0.1
H 2.762149 -3.995717 2.278014 -0.5 0.3 -0.3
H 3.340094 -2.494984 1.364990 -0.4 0.1 0.4
H 4.410310 -3.627661 2.157148 0.4 0.0 -0.3
H 5.434828 -3.624331 0.142621 0.5 -0.2 0.0
H 4.365603 -2.837539 -0.703723 0.5 0.5 -0.9
C -2.216732 6.300042 -4.330458 1.1 -0.5 1.3
O -1.187038 5.321851 -4.014171 -0.6 0.7 -1.1
C -1.247807 4.751659 -2.713374 2.3 -0.4 -1.4
C -0.057007 3.702487 -2.637885 -2.4 -0.5 -2.2
C -0.213563 2.552017 -3.721118 0.0 0.8 -0.7
N -0.068511 3.062073 -1.368286 0.5 0.5 1.0
H -1.929512 6.917756 -5.181372 0.1 -0.6 -0.3
H -2.258384 7.010795 -3.505113 -0.3 0.1 0.3
H -3.185433 5.812886 -4.441773 -0.1 0.1 -0.2
H -0.962868 5.547444 -2.025160 -0.8 -0.1 0.7
H -2.202239 4.234688 -2.613853 -0.2 0.2 0.7
H 0.882623 4.209065 -2.858262 0.0 0.2 0.2
H -1.060593 1.868644 -3.660946 -0.2 0.0 1.2
H 0.696207 1.953341 -3.676348 0.0 -0.1 -0.2
H -0.408606 2.869598 -4.745430 0.7 0.7 -0.2
H 0.454697 2.210698 -1.514955 0.3 -0.2 0.6
H -0.992493 2.692943 -1.194798 0.0 0.1 0.0
C -2.979952 1.537446 -1.167248 0.4 -1.1 0.8
O -2.282504 1.790859 0.056693 -0.7 0.0 -0.1
C -2.849279 2.853841 0.796897 1.0 0.8 0.6
C -2.008891 3.124088 2.084405 -0.2 0.5 0.5
C -2.594203 4.198489 2.959604 -1.6 0.7 0.8
N -0.662478 3.570929 1.814127 0.5 -0.8 -1.1
H -3.153060 2.443775 -1.747501 -0.2 0.0 0.1
H -3.875735 0.973851 -0.906435 -0.5 0.4 -0.3
H -2.346414 0.838671 -1.713549 0.1 0.2 -0.2
H -2.689794 3.724597 0.160930 -0.5 0.6 0.0
H -3.909413 2.706480 1.003003 -0.1 -0.2 0.0
H -1.853918 2.209805 2.657266 -0.6 -0.3 0.0
H -2.021480 4.444299 3.853845 0.4 -0.4 -0.2
H -3.602351 4.031981 3.339074 -0.2 -0.6 -0.1
H -2.715892 5.159048 2.458974 0.3 0.0 -0.5
H -0.504593 3.132361 0.918121 1.3 0.1 -0.3
H -0.585503 4.559935 1.624285 -0.3 0.2 0.0
N 2.488525 -0.459035 -3.311943 -1.5 1.0 -0.7
C 3.484495 -1.183530 -2.881557 -0.3 0.9 -0.6
N 4.235514 -1.591224 -3.851818 3.1 -1.9 -3.4
O 3.732947 -1.387329 -1.734875 0.4 -0.7 4.0
H 2.422392 -0.375413 -4.316298 -0.9 0.5 0.6
H 1.862431 -0.135942 -2.588262 -1.0 0.7 -0.4
H 4.018570 -1.287516 -4.790328 0.5 -0.4 0.2
H 5.035859 -2.183472 -3.682175 -0.2 0.2 0.0
N 1.274312 -1.215847 -0.140850 4.1 -3.7 -0.6
C 0.462905 -0.288930 -0.475948 0.0 0.9 0.6
N -0.360402 -0.071077 0.498731 -3.6 1.5 2.2
O 0.541386 0.361746 -1.502651 -0.2 0.7 -2.1
H 2.070294 -1.332566 -0.751510 0.4 -0.3 0.2
H 1.259205 -1.662961 0.764663 0.0 0.1 -0.3
H -0.348165 -0.669397 1.312347 -0.1 0.2 -0.3
H -1.112428 0.588911 0.360918 0.0 0.0 0.4
C 1.146049 -0.912056 3.920520 -0.5 0.7 -0.2
C 0.637351 -2.282002 3.597766 0.1 -0.7 1.4
O 0.479512 -2.475941 2.213029 0.1 0.4 -0.3
H 2.076998 -0.643879 3.421002 -0.1 -0.1 -0.2
H 1.310490 -0.792414 4.991380 -0.1 -0.2 0.0
H 0.355986 -0.213316 3.645426 0.3 0.4 -0.1
H -0.311743 -2.452007 4.106103 -0.3 0.2 0.0
H 1.316733 -2.977869 4.090010 0.3 -0.6 -0.5
H 0.046407 -3.301036 1.982330 0.0 -0.2 0.3
C -3.279094 -1.182759 2.583420 0.4 -0.1 0.4
C -4.360354 -1.746777 3.541820 0.6 0.8 -0.8
O -4.898466 -0.666881 4.266168 -0.1 0.8 0.5
H -2.630428 -1.943441 2.149032 -0.5 -0.4 -0.4
H -2.523246 -0.556941 3.057912 -0.3 0.1 0.8
H -3.668377 -0.520077 1.810503 -0.4 -0.4 -0.1
H -3.957511 -2.462779 4.258173 0.2 -0.3 -0.3
H -5.194198 -2.155359 2.970968 0.3 -0.6 -0.2
H -5.378294 -1.020878 5.018532 -0.1 0.1 0.0
```
Forces are in eV/Å.

Computed properties:
HOMO level in eV: -8.41
Frontier orbital gap in eV: 8.883
Relative energy (zero: lowest compared OMol25 entry of this formula, charge and spin) in eV: 1.135
Net charge: 0
SMILES: COC[C@H](C)N.COC[C@H](C)N.COC[C@H](C)N.NC(N)=O.NC(N)=O.CCO.CCO
Multiplicity: 1